# 1
Density functional theory data (the ωB97M-V functional and the def2-TZVPD basis) for a cluster of 2 separate species, C6H14O2 in total in a non-equilibrium geometry.

Geometry (Å):
O -0.59 -3.84 -1.11
H 0.40 -1.34 1.86
H 1.16 -2.35 0.72
H 2.44 2.78 0.80
O -4.12 5.14 -0.49
H 0.13 -2.01 -1.76
H -1.45 -2.44 0.74
H 1.90 2.05 -0.70
H -1.59 -2.25 -1.84
H 0.17 -4.04 -0.57
C 2.45 1.84 0.22
H 3.51 1.66 -0.02
H -1.40 -0.81 0.05
H -3.97 5.96 0.02
C -0.85 -1.74 0.14
H 2.02 0.53 1.95
C 1.80 0.68 0.91
H 1.01 -0.13 -0.84
C 0.51 -1.47 0.78
C 1.14 -0.24 0.22
H -3.95 4.42 0.15
C -0.72 -2.42 -1.22

Properties
- highest occupied orbital energy (spin up / spin down) (eV) = 1.3 / -6.6
- multiplicity = 2
- relative energy (zero: lowest compared OMol25 entry of this formula, charge and spin) (kcal/mol) = 13.56
- LUMO (spin up / spin down) (eV) = 3.16 / 3.20
- charge = -1

Here are the Löwdin charges for atoms 1 to 2, given in e: atom 1 (O): -0.086, atom 2 (H): 0.100

***

# 2
Density functional theory data (the ωB97M-V functional and the def2-TZVPD basis) for a structure of composition C2H18NaO9 in a non-equilibrium geometry.

Geometry (Å):
H -13.67 0.48 -12.25
H -12.57 1.17 -15.84
Na -13.07 3.86 -15.59
H -11.82 4.38 -12.82
C -14.55 0.12 -12.76
H -14.23 4.69 -18.24
O -12.21 3.71 -13.41
O -12.56 1.72 -16.63
O -13.03 6.11 -14.90
O -15.65 0.85 -12.32
O -13.13 -0.36 -14.59
H -14.06 1.33 -14.48
H -15.10 -0.01 -14.88
H -10.76 4.04 -16.93
H -11.60 1.68 -16.94
H -12.09 6.03 -15.17
H -13.53 6.52 -15.64
H -10.24 4.23 -15.44
H -13.17 3.59 -18.30
H -15.60 3.30 -14.84
O -13.40 4.39 -17.86
H -14.79 -0.89 -12.49
H -15.07 4.35 -13.73
O -10.96 4.37 -16.06
O -15.30 1.97 -17.02
O -15.10 4.10 -14.66
H -14.39 1.64 -16.92
H -15.77 1.19 -16.67
C -14.31 0.33 -14.23
H -12.88 3.26 -12.91

Properties
- highest occupied orbital energy (eV) = -1.1
- relative energy (zero: lowest compared OMol25 entry of this formula, charge and spin) (kcal/mol) = 12.18
- LUMO (eV) = 1.21
- charge = -1

Here are the Löwdin charges for atoms 1 to 2, given in e: atom 1 (H): 0.062, atom 2 (H): 0.009

***

# 3
Density functional theory data (the ωB97M-V functional and the def2-TZVPD basis) for a structure of composition C24H72AsF6N7O9 in a non-equilibrium geometry.

Geometry (Å):
H 4.29 5.35 -0.16
H 5.70 3.93 -3.43
C 1.49 -6.07 -5.15
C -3.75 5.31 -3.38
H 0.65 -5.62 -5.66
C 4.30 -6.54 1.53
H 0.09 2.97 6.16
O 2.51 -5.77 -6.11
H -3.63 0.39 -2.77
H -0.28 2.38 4.71
H 4.39 -7.05 2.49
O -0.64 0.03 0.85
N -0.56 3.07 5.39
H 3.21 -7.68 -6.12
H -8.08 0.87 2.23
H -4.75 4.08 5.44
O 1.10 -0.56 -0.17
C -7.46 2.98 0.74
C -1.83 4.46 3.66
C -0.77 4.50 4.86
H -7.95 -1.68 2.97
H -5.89 -0.53 0.73
H 6.78 -5.30 1.25
H 4.81 -7.18 0.81
H 6.32 3.09 -2.23
C 7.63 -3.23 2.94
H 1.29 6.05 -3.22
H -0.31 -4.93 -3.35
H 0.75 -4.99 -1.91
C -7.57 0.62 1.29
C 3.60 -6.67 -5.98
H 0.14 -6.39 -2.58
H 5.59 -2.25 3.88
H 8.02 -3.91 3.70
H -5.98 0.02 3.60
H 2.59 -6.05 -3.32
H 4.90 5.93 -1.77
H -2.00 1.93 -5.78
H -2.22 0.46 -3.76
C 4.34 3.81 -1.75
O 4.77 -5.18 1.50
H 1.98 -3.75 -4.81
H -1.27 5.07 5.65
O -6.73 1.75 0.93
F 0.44 -2.94 5.05
N 5.20 -3.12 3.54
H -7.96 -2.15 1.27
H -3.36 4.65 6.21
H 4.00 -6.72 -4.97
C 0.54 -5.43 -2.89
H -1.42 3.89 2.83
H -2.07 5.46 3.30
C 4.87 5.11 -1.05
O -3.47 4.23 -4.16
H 4.25 -2.90 3.28
H -3.97 5.61 4.93
C -3.24 3.01 -3.46
H -6.88 3.90 0.61
As -0.25 -4.58 4.97
H -6.74 -2.63 2.32
F -1.81 -3.91 4.33
H -5.10 0.70 2.41
H 1.36 -7.16 -5.13
C 1.79 5.58 -4.07
H -8.13 2.77 -0.10
N -3.01 1.93 -5.70
H 4.21 3.10 -0.93
O 3.03 4.87 -3.74
N 0.56 -0.04 0.81
C 1.74 -5.50 -3.74
H 5.90 5.07 -0.70
N 5.45 3.26 -2.72
H 5.28 -3.84 4.25
H 0.53 5.94 4.01
H 4.43 -6.57 -6.68
H 1.36 5.05 5.31
H 7.65 -2.21 3.33
H -3.03 5.65 -2.64
H 1.18 4.71 -4.34
F 0.37 -4.81 3.31
H -4.86 -0.87 2.90
H 3.40 -4.19 -4.18
H -3.45 -0.29 -4.42
O -3.00 3.86 4.20
C -6.56 -0.49 1.59
H -4.71 5.19 -2.90
H -2.15 2.96 -3.37
C 6.23 -3.57 2.50
H -1.46 2.70 5.66
H 2.39 4.52 -1.73
H 2.66 3.09 -2.73
F -1.05 -6.19 5.01
C -7.34 -1.76 2.07
N 2.41 -4.14 -3.98
H -8.28 0.34 0.52
H -3.37 1.27 -6.37
C -3.66 1.88 -4.35
H 6.40 -5.77 2.79
F -0.85 -4.36 6.64
H 1.90 6.29 -4.89
C 6.11 -5.02 2.06
N -5.55 -0.16 2.71
H -8.11 3.28 1.56
H -3.19 2.83 -6.11
C 3.02 4.10 -2.52
H 3.24 -6.49 1.29
C -3.81 4.58 5.22
H 2.15 -3.58 -3.19
O 1.19 0.29 1.77
H 1.15 4.36 3.75
H 6.02 -2.94 1.63
H 8.38 -3.17 2.15
C 0.64 4.97 4.50
H 5.13 2.46 -3.24
H -3.70 3.08 -2.48
H -4.73 1.85 -4.57
H -3.92 6.06 -4.16
F 1.33 -5.24 5.49
C -3.30 0.58 -3.79

Properties
- highest occupied orbital energy (eV) = -14.1
- relative energy (zero: lowest compared OMol25 entry of this formula, charge and spin) (kcal/mol) = 89.00
- LUMO (eV) = -7.83
- charge = +4

Here are the Löwdin charges for atoms 1 to 2, given in e: atom 1 (H): 0.096, atom 2 (H): 0.165

***

# 4
Density functional theory data (the ωB97M-V functional and the def2-TZVPD basis) for a cluster of 14 separate species, C28H60F4O22 in total in a non-equilibrium geometry.

Geometry (Å):
H -4.10 0.11 -1.36
C 0.69 -6.58 -1.26
H 2.21 -3.20 2.67
H -5.82 -1.43 1.25
F 1.26 -0.05 -0.63
O 1.68 4.95 -0.99
O -3.00 4.17 1.45
O 1.14 6.61 0.46
O -2.35 0.22 7.73
H -3.07 2.09 -2.93
H -1.86 2.19 -4.96
H 0.38 -3.83 -0.22
H 1.23 1.69 -6.06
H 0.09 -6.97 -0.42
C 4.10 -0.53 0.53
H 2.52 -0.57 -5.25
H 2.10 -1.46 2.90
H -1.40 -4.69 -1.49
H -4.66 -0.92 -3.39
H 4.31 -3.43 0.53
H -2.92 2.70 2.82
H 3.30 -3.37 4.66
C -3.50 2.93 1.92
H -0.12 -1.50 -0.88
H -0.53 2.89 3.83
H -3.71 -0.47 4.92
H 0.67 1.37 4.93
H -0.97 2.41 -3.45
H -1.36 4.56 2.57
H -4.07 -1.83 3.87
F 5.27 -1.59 -2.04
O -0.36 -0.70 7.18
C 1.99 2.11 -5.40
H -0.49 -4.15 -2.93
O -0.94 0.86 1.13
O 0.18 -1.04 1.10
O -0.12 -6.09 -2.29
F 1.90 -0.49 6.89
H -2.23 -1.04 -2.46
C 1.61 5.56 0.26
H 1.12 3.64 3.66
O -0.56 4.76 3.07
C 3.34 1.44 -5.66
H 2.06 3.19 -5.57
H 2.52 -5.48 -1.37
H 1.80 -0.02 -3.16
C 3.19 0.18 -4.84
C 2.05 3.63 -0.82
H -1.35 3.86 -4.42
H -3.21 4.30 0.52
O 1.75 1.86 -4.03
H 1.29 -7.41 -1.64
H 0.93 1.76 6.59
H -4.15 0.57 -4.17
H 3.13 0.99 -2.74
F 0.86 2.91 -0.69
C 2.48 0.72 -3.58
H -6.14 -0.82 -0.36
O -0.96 1.26 6.32
H 4.15 2.10 -5.37
C 2.75 3.62 0.52
H 0.24 3.06 2.25
H 1.33 -3.38 -1.64
O -2.93 -0.32 3.01
C 0.75 -4.18 -1.19
C 0.13 3.52 3.24
H 2.69 3.21 -1.59
C 0.69 -0.40 6.27
C 1.59 -5.42 -0.81
O 3.19 -2.48 4.32
H -2.09 -0.63 3.36
O -3.69 0.44 -2.18
H -5.61 0.53 -3.17
C 0.08 -0.65 -0.23
C -1.70 2.88 -4.12
H 6.22 -2.58 -0.59
H -3.29 2.06 1.29
C -1.05 -1.26 -4.00
H -1.72 -1.74 -4.73
O -2.95 2.90 -3.42
H 1.15 -2.65 3.93
O 5.36 -0.74 0.04
H -1.12 -0.19 -4.17
C -3.97 -0.74 3.90
H 4.13 -0.26 -4.50
O 2.28 4.80 1.13
C -1.32 0.26 7.14
O -0.25 -0.02 3.08
H -3.68 -0.61 1.18
O -1.51 -1.64 -2.71
H 0.70 -1.11 5.45
H -4.57 2.94 2.10
C 4.12 -2.66 -0.20
O -4.12 -0.62 0.32
O 3.70 0.54 0.85
H -0.80 1.20 -0.95
C -0.44 -4.74 -2.01
O 3.38 -1.63 0.42
C -4.59 0.17 -3.26
H 1.86 -5.52 0.24
C 0.41 1.06 5.93
C -0.99 0.40 -0.24
H -0.05 -1.66 -4.21
H -5.87 0.24 1.01
C 5.36 -1.92 -0.73
C 2.09 -2.42 3.42
H 3.43 1.22 -6.72
C -5.52 -0.68 0.52
C -0.31 -0.06 1.88
H 3.62 -3.07 -1.08
H 3.83 3.64 0.39
H -4.92 -0.32 3.58
H 2.55 2.73 1.11
H -1.96 -0.08 -0.36

Properties
- highest occupied orbital energy (eV) = -9.4
- LUMO (eV) = 0.03

Here are the Löwdin charges for atoms 1 to 2, given in e: atom 1 (H): 0.048, atom 2 (C): -0.219

***

# 5
Density functional theory data (the ωB97M-V functional and the def2-TZVPD basis) for the molecule C15H15ClN4OS.

Geometry (Å):
N 0.79 1.41 -2.34
C -0.18 0.80 -0.46
H 5.09 0.89 -0.08
H 2.54 -4.26 1.08
S 3.40 1.30 -1.65
H 1.94 -2.45 2.63
C 2.50 -2.23 1.74
Cl 2.45 0.30 2.60
C -2.39 0.60 -0.09
N 1.16 0.79 -0.25
C -2.70 0.99 -1.36
H -5.39 -0.58 1.18
C -4.75 -0.22 0.38
C -1.70 1.33 -2.33
C 3.95 -1.66 -0.54
H -4.35 1.31 2.62
H -4.05 2.34 1.21
H 4.51 -1.42 -1.44
H -3.72 1.07 -1.69
N -0.43 1.19 -1.76
H 0.87 1.72 -3.29
H -2.70 1.84 2.25
N -1.12 0.50 0.38
C 3.57 -2.96 -0.28
O -1.82 1.68 -3.49
H 3.85 -3.75 -0.96
H -3.00 -0.50 1.59
H -5.28 0.58 -0.14
H 3.61 1.49 0.72
C 3.61 -0.62 0.32
C 2.84 -3.25 0.87
H -4.59 -1.04 -0.32
C 4.01 0.78 0.00
C -3.65 1.52 1.82
C 1.70 1.15 -1.37
C -3.43 0.28 0.96
C 2.89 -0.93 1.47

Properties
- highest occupied orbital energy (eV) = -8.5
- LUMO (eV) = 0.36

Here are the Löwdin charges for atoms 1 to 2, given in e: atom 1 (N): 0.130, atom 2 (C): -0.315

***

# 6
Density functional theory data (the ωB97M-V functional and the def2-TZVPD basis) for the molecule C17H19ClN4O2.

Geometry (Å):
C 0.73 2.60 0.68
C 4.13 -0.40 -1.49
H -4.14 -1.59 -1.11
N -3.04 -0.67 0.35
O -0.95 -1.31 2.12
H -1.56 4.63 -0.85
C -2.32 0.01 -0.55
C -1.30 0.96 0.04
C 1.78 -0.63 -1.02
Cl 6.06 -1.15 0.25
H -1.37 -2.72 -0.43
C -3.39 -3.11 0.24
H -0.56 5.13 0.53
H 3.64 -1.71 1.60
H 4.93 -0.12 -2.15
H 1.23 -2.33 1.71
C 3.40 -1.31 0.63
C 4.41 -0.94 -0.24
N 0.80 1.34 1.08
H 2.57 0.13 -2.84
C 2.07 -1.13 0.24
H 0.75 -0.54 -1.34
N 1.06 -1.51 1.13
O -2.43 -0.08 -1.76
C -0.09 -0.85 1.39
H -2.74 -0.67 1.32
N -1.38 2.23 -0.32
H 2.30 3.89 0.06
C 1.90 3.48 0.99
H 0.20 4.82 -1.03
H 1.60 4.30 1.63
C -0.60 4.50 -0.36
C -3.96 -1.72 -0.04
H -2.44 -3.34 -1.69
C -0.20 0.52 0.79
H -3.10 -3.16 1.29
H -1.81 -4.42 -0.44
C -0.42 3.07 0.02
C -2.18 -3.42 -0.63
H -4.90 -1.58 0.50
H -4.17 -3.85 0.07
H 2.67 2.89 1.48
C 2.81 -0.26 -1.87

Properties
- highest occupied orbital energy (eV) = -9.0
- relative energy (zero: lowest compared OMol25 entry of this formula, charge and spin) (kcal/mol) = 2.59
- LUMO (eV) = 0.27

Here are the Löwdin charges for atoms 1 to 2, given in e: atom 1 (C): -0.253, atom 2 (C): -0.111

***

Please write out number 4 again, unchanged.
Density functional theory data (the ωB97M-V functional and the def2-TZVPD basis) for a cluster of 14 separate species, C28H60F4O22 in total in a non-equilibrium geometry.

Geometry (Å):
H -4.10 0.11 -1.36
C 0.69 -6.58 -1.26
H 2.21 -3.20 2.67
H -5.82 -1.43 1.25
F 1.26 -0.05 -0.63
O 1.68 4.95 -0.99
O -3.00 4.17 1.45
O 1.14 6.61 0.46
O -2.35 0.22 7.73
H -3.07 2.09 -2.93
H -1.86 2.19 -4.96
H 0.38 -3.83 -0.22
H 1.23 1.69 -6.06
H 0.09 -6.97 -0.42
C 4.10 -0.53 0.53
H 2.52 -0.57 -5.25
H 2.10 -1.46 2.90
H -1.40 -4.69 -1.49
H -4.66 -0.92 -3.39
H 4.31 -3.43 0.53
H -2.92 2.70 2.82
H 3.30 -3.37 4.66
C -3.50 2.93 1.92
H -0.12 -1.50 -0.88
H -0.53 2.89 3.83
H -3.71 -0.47 4.92
H 0.67 1.37 4.93
H -0.97 2.41 -3.45
H -1.36 4.56 2.57
H -4.07 -1.83 3.87
F 5.27 -1.59 -2.04
O -0.36 -0.70 7.18
C 1.99 2.11 -5.40
H -0.49 -4.15 -2.93
O -0.94 0.86 1.13
O 0.18 -1.04 1.10
O -0.12 -6.09 -2.29
F 1.90 -0.49 6.89
H -2.23 -1.04 -2.46
C 1.61 5.56 0.26
H 1.12 3.64 3.66
O -0.56 4.76 3.07
C 3.34 1.44 -5.66
H 2.06 3.19 -5.57
H 2.52 -5.48 -1.37
H 1.80 -0.02 -3.16
C 3.19 0.18 -4.84
C 2.05 3.63 -0.82
H -1.35 3.86 -4.42
H -3.21 4.30 0.52
O 1.75 1.86 -4.03
H 1.29 -7.41 -1.64
H 0.93 1.76 6.59
H -4.15 0.57 -4.17
H 3.13 0.99 -2.74
F 0.86 2.91 -0.69
C 2.48 0.72 -3.58
H -6.14 -0.82 -0.36
O -0.96 1.26 6.32
H 4.15 2.10 -5.37
C 2.75 3.62 0.52
H 0.24 3.06 2.25
H 1.33 -3.38 -1.64
O -2.93 -0.32 3.01
C 0.75 -4.18 -1.19
C 0.13 3.52 3.24
H 2.69 3.21 -1.59
C 0.69 -0.40 6.27
C 1.59 -5.42 -0.81
O 3.19 -2.48 4.32
H -2.09 -0.63 3.36
O -3.69 0.44 -2.18
H -5.61 0.53 -3.17
C 0.08 -0.65 -0.23
C -1.70 2.88 -4.12
H 6.22 -2.58 -0.59
H -3.29 2.06 1.29
C -1.05 -1.26 -4.00
H -1.72 -1.74 -4.73
O -2.95 2.90 -3.42
H 1.15 -2.65 3.93
O 5.36 -0.74 0.04
H -1.12 -0.19 -4.17
C -3.97 -0.74 3.90
H 4.13 -0.26 -4.50
O 2.28 4.80 1.13
C -1.32 0.26 7.14
O -0.25 -0.02 3.08
H -3.68 -0.61 1.18
O -1.51 -1.64 -2.71
H 0.70 -1.11 5.45
H -4.57 2.94 2.10
C 4.12 -2.66 -0.20
O -4.12 -0.62 0.32
O 3.70 0.54 0.85
H -0.80 1.20 -0.95
C -0.44 -4.74 -2.01
O 3.38 -1.63 0.42
C -4.59 0.17 -3.26
H 1.86 -5.52 0.24
C 0.41 1.06 5.93
C -0.99 0.40 -0.24
H -0.05 -1.66 -4.21
H -5.87 0.24 1.01
C 5.36 -1.92 -0.73
C 2.09 -2.42 3.42
H 3.43 1.22 -6.72
C -5.52 -0.68 0.52
C -0.31 -0.06 1.88
H 3.62 -3.07 -1.08
H 3.83 3.64 0.39
H -4.92 -0.32 3.58
H 2.55 2.73 1.11
H -1.96 -0.08 -0.36

Properties
- highest occupied orbital energy (eV) = -9.4
- LUMO (eV) = 0.03

Here are the Löwdin charges for atoms 1 to 2, given in e: atom 1 (H): 0.048, atom 2 (C): -0.219